Record 1
A molecular structure, C6H18N7O2SiV. Source: OMol25; level of theory: ωB97M-V/def2-TZVPD.

Last column: Löwdin charge in e.
Cartesian coordinates (Å):
V: -0.63320 1.64896 1.05175  0.867
N: -1.54222 1.21575 -2.02459  0.053
N: -2.91388 1.39844 -1.79728  -0.002
C: -3.38180 1.47958 -0.53459  -0.386
N: -4.69082 1.59533 -0.33916  0.223
N: -2.48697 1.37544 0.43698  0.010
N: -2.89325 1.49524 1.79170  -0.329
O: -1.80448 1.32837 2.52887  -0.123
O: -3.86636 2.12283 2.18053  0.090
H: -1.32286 1.58830 -2.93950  0.104
H: -1.29419 0.23087 -1.98509  0.102
H: -3.56854 1.15047 -2.52463  0.162
H: -5.30943 1.76354 -1.11416  0.134
H: -5.02162 1.77762 0.59854  0.107
N: 1.64418 2.88287 -0.47410  -0.010
N: 0.71107 3.26236 0.55179  -0.138
H: 2.06264 3.70920 -0.88414  0.089
H: 1.15046 2.36549 -1.18969  0.058
H: 0.24722 4.14305 0.34190  0.103
H: 1.25558 3.42947 1.39610  0.109
C: 1.96794 -3.48635 1.92793  -0.184
Si: 2.14077 -2.50603 0.34908  0.426
C: 1.46004 -3.44902 -1.11599  -0.190
C: 3.90610 -1.97416 0.05141  -0.185
C: 1.11879 -0.95793 0.54494  -0.183
C: 0.45785 0.05948 0.69705  -0.210
H: 2.56482 -4.39992 1.87653  0.036
H: 0.92966 -3.77408 2.10305  0.034
H: 2.30934 -2.91018 2.78983  0.035
H: 2.02456 -4.37269 -1.26348  0.036
H: 1.53401 -2.86549 -2.03620  0.028
H: 0.41367 -3.72073 -0.96295  0.031
H: 4.55358 -2.84872 -0.04540  0.036
H: 4.28147 -1.36888 0.87860  0.034
H: 3.99588 -1.38847 -0.86560  0.032

Atoms 1-3, force components in eV/Å:
V 0.51 -0.40 -0.47
N 0.01 -0.01 -0.01
N -0.02 0.00 0.14

Its expectation value of S² is 1.04. As for the total charge: +1. As for the LUMO energy (alpha / beta): -4.40 / -4.68 eV. The orbital gap (alpha / beta) comes out at 6.645 / 5.583 eV. The HOMO energy (alpha / beta) is -11.0449 / -10.2664 eV. As for the energy relative to the best compared isomer or geometry (same formula, charge and spin): 38.2 kcal/mol. Its spin multiplicity is 2.



Record 2
C26H27FN4O2S2 in the gas phase. Source: OMol25; level of theory: ωB97M-V/def2-TZVPD.

Last column: Löwdin charge in e.
Cartesian coordinates (Å):
C: 1.61488 2.71722 -1.72324  -0.051
H: 2.37446 2.08456 -2.17705  0.054
H: 0.80150 2.85105 -2.43135  0.065
C: 1.10636 2.14374 -0.40650  -0.175
N: 0.98895 0.70162 -0.35014  0.023
C: 0.61514 -0.25412 -1.25325  -0.305
N: 0.57240 -1.42472 -0.67557  0.099
N: 0.91046 -1.28221 0.61309  0.056
C: 1.15076 -0.01624 0.80619  -0.632
S: 1.61017 0.69525 2.31709  0.992
C: 0.94476 -0.60905 3.42850  -0.381
C: -0.54606 -0.60191 3.37067  -0.313
C: -1.23517 -1.59323 2.68243  -0.046
C: -2.61306 -1.54537 2.58741  -0.045
C: -3.33747 -0.51358 3.17409  -0.304
C: -2.64318 0.47211 3.86439  -0.055
C: -1.26466 0.43217 3.95833  -0.049
H: -0.73664 1.21476 4.48479  0.112
H: -3.18602 1.28354 4.32854  0.110
C: -4.83105 -0.47726 3.05843  -0.052
H: -5.23238 0.45002 3.45997  0.074
H: -5.27030 -1.30931 3.60811  0.083
H: -5.13600 -0.56963 2.01695  0.079
H: -3.13827 -2.31919 2.04590  0.116
H: -0.68493 -2.39171 2.20932  0.104
H: 1.32380 -0.34161 4.41431  0.083
H: 1.36999 -1.55198 3.09240  0.075
C: 0.29408 -0.10699 -2.70297  -0.292
N: 0.96599 -1.13569 -3.46918  -0.066
S: 2.63556 -1.02752 -3.48159  0.662
O: 3.09804 -1.95517 -4.46557  -0.276
O: 2.95427 0.36487 -3.62482  -0.289
C: 3.20912 -1.57629 -1.87126  -0.289
C: 3.03832 -2.90144 -1.51816  -0.060
C: 3.41804 -3.32394 -0.25761  0.009
C: 3.96444 -2.39645 0.61440  -0.272
C: 4.16810 -1.07386 0.25982  -0.005
C: 3.78130 -0.66541 -1.00525  -0.056
H: 3.91514 0.35390 -1.33144  0.113
H: 4.60277 -0.38604 0.96789  0.120
F: 4.31551 -2.79554 1.84982  0.068
H: 3.28458 -4.34512 0.06051  0.123
H: 2.60972 -3.58701 -2.23110  0.120
H: 0.66321 -2.06842 -3.22901  0.112
H: 0.67212 0.83659 -3.09266  0.121
C: -1.23498 -0.18070 -2.88269  -0.077
C: -1.86536 0.86628 -2.00748  -0.231
C: -2.02792 2.16682 -2.46804  -0.051
C: -2.51843 3.15457 -1.63157  -0.085
C: -2.84235 2.85433 -0.31896  -0.089
C: -2.69040 1.55930 0.14807  -0.062
C: -2.20974 0.57103 -0.69319  -0.034
H: -2.09337 -0.43663 -0.32041  0.111
H: -2.93866 1.31593 1.17032  0.090
H: -3.21509 3.62641 0.33755  0.103
H: -2.64216 4.16126 -2.00269  0.103
H: -1.77050 2.40433 -3.49052  0.117
H: -1.47523 -0.02162 -3.93364  0.126
H: -1.56748 -1.17608 -2.58454  0.125
H: 0.12583 2.57323 -0.16641  0.120
H: 1.79635 2.41190 0.39954  0.088
H: 2.05075 3.69427 -1.53097  0.083

Atoms 1-3, force components in eV/Å:
C 0.00 -0.13 0.13
H 0.05 0.02 -0.02
H -0.02 0.01 -0.09

As for the LUMO energy: 0.48 eV. The orbital gap comes out at 8.916 eV. The structure (SMILES) is CCn1c(SCc2ccc(C)cc2)nnc1[C@H](Cc1ccccc1)NS(=O)(=O)c1ccc(F)cc1. The HOMO energy is -8.4361 eV. Its spin multiplicity is 1.



Going through the records in order, we get strongest force on any atom values of 1.411; 1.132 eV Å⁻¹.